Entry 1:
103
Properties=species:S:1:pos:R:3:forces:R:3 method="wB97M-V/def2-TZVPD" total_charge=+2 spin_multiplicity=5 homo_lumo_gap_ha="0.2659 / 0.1520"
Ir 0.22950 0.33540 0.22480 0.5 0.3 -0.5
Sb 2.62790 -0.92020 -2.65420 0.3 -1.1 0.1
S 0.54590 0.22970 -2.17510 -1.0 0.3 1.0
N -3.73620 6.40900 -1.05670 0.7 -0.8 0.0
N -1.57490 -0.58690 0.10570 -0.2 0.0 -0.7
N 2.58670 1.43330 1.70330 0.5 -0.3 0.2
N 2.02830 1.31670 0.48190 0.1 0.1 -0.5
N -1.11240 2.33830 0.27070 0.4 -0.5 0.1
N 0.08750 0.09270 2.24120 -0.2 0.0 -0.7
N -2.26040 -1.20610 1.08530 -0.3 0.0 0.1
N -4.74440 5.96880 0.88340 0.2 -0.3 0.2
C -0.07380 1.38770 4.28190 0.0 -0.1 -0.2
C 2.30980 2.64390 3.74770 -0.1 -0.2 -0.1
C 1.48560 -4.76960 -5.48620 0.0 -0.1 0.0
C -0.69680 -2.43740 4.77910 0.0 0.0 -0.1
C -0.03020 -1.48730 4.04900 -0.1 0.0 0.0
C -3.65110 -0.99750 -0.61320 0.1 -0.1 0.3
C 1.83470 1.68550 2.86020 -0.6 0.2 0.3
C 2.36160 -1.94860 -0.68810 0.2 0.5 -0.7
C -2.90730 4.46370 0.10800 0.5 -0.6 0.1
C 3.37240 -2.51110 1.41320 0.1 0.1 0.1
C -2.71720 -3.89150 5.16760 0.0 -0.2 0.0
C 1.61920 2.98460 4.90220 -0.1 -0.2 -0.1
C 1.14290 -2.45340 -0.25090 0.0 -0.4 -0.1
C -5.34240 7.09410 0.38800 0.1 0.5 -0.7
C 0.40460 2.34220 5.14530 0.1 0.0 0.0
C 2.85890 2.31540 -3.91930 -0.2 0.0 0.1
C 3.91530 1.64240 1.59910 0.2 -0.1 -0.6
C -5.04760 8.46160 -1.61480 -0.1 -0.1 0.2
C -2.83900 3.65960 1.25100 0.0 0.2 -0.3
C 4.22530 1.70380 0.26320 -0.1 0.1 0.3
C 5.51290 1.97190 -4.68470 -0.1 -0.1 0.0
C 3.01080 1.51730 -0.39320 0.1 0.3 0.3
C 1.06230 -3.02170 1.01460 -0.1 0.0 -0.1
C -6.37550 7.89590 0.85020 -0.2 0.2 0.0
C -1.17710 3.09040 -0.82850 -0.1 0.3 -0.1
C 0.62060 1.02400 3.11030 0.4 0.6 0.5
C 4.70020 0.86200 -4.48620 0.1 -0.2 0.0
C 1.50130 -2.38460 -5.17550 -0.1 0.0 -0.3
C -6.72480 8.97620 0.06150 0.0 -0.3 0.3
C 1.23850 -3.49440 -5.96540 0.0 0.2 -0.1
C -1.92240 -2.94370 4.33610 0.2 0.2 -0.2
C 2.26020 -3.84650 -3.41400 0.0 -0.2 0.2
C 3.69130 3.41880 -4.09060 -0.1 0.0 0.0
C 3.46780 -1.97250 0.14100 0.1 0.1 -0.1
C -1.71270 -1.58250 2.32120 0.6 -0.1 0.5
C -2.04800 4.14900 -0.95420 -0.1 0.0 0.2
C 2.16580 -3.03030 1.85040 0.0 0.0 0.1
C -1.93220 2.62110 1.28000 -0.1 0.0 0.1
C 5.01480 3.24430 -4.45740 0.1 0.1 -0.1
C -0.54560 -0.97080 2.83790 -0.3 -0.5 0.2
C 2.14310 4.03600 5.81890 0.0 0.1 0.0
C -2.37350 -2.54170 3.08420 0.1 0.1 -0.1
C -3.78570 5.59520 -0.02480 -0.4 0.8 -0.4
C -3.52360 -1.46430 0.67150 -0.2 0.2 -0.6
C -2.40660 -0.45280 -0.92210 -0.2 -0.2 0.2
C 1.99880 -2.57910 -3.90300 0.2 1.0 0.7
C -6.07140 9.25340 -1.14450 0.2 0.0 -0.3
C 3.39140 1.05850 -4.10290 0.0 -0.1 0.2
C 1.99420 -4.94720 -4.21090 0.1 -0.1 0.1
C -4.67870 7.35740 -0.84160 -0.8 0.2 0.8
H -2.51880 -3.73400 6.22540 0.0 0.0 0.0
H -4.25460 -1.93830 1.29380 0.0 0.0 0.1
H 0.29990 -2.51990 -0.92880 -0.1 0.1 0.0
H -2.09010 0.01850 -1.83190 0.1 0.1 -0.1
H 2.82670 1.61060 -1.44340 -0.1 -0.2 -0.2
H 4.24130 -2.52950 2.05190 0.1 0.0 0.1
H -0.28080 -2.78540 5.71290 0.0 0.0 0.1
H 2.20290 -5.93720 -3.83440 0.0 -0.1 0.0
H 2.67470 -3.98790 -2.42380 0.0 0.0 0.0
H -3.46320 3.83870 2.11290 0.0 0.0 0.1
H 1.91710 5.02410 5.41670 0.0 0.1 0.0
H -2.45410 -4.92330 4.93160 0.0 -0.1 0.0
H -2.08680 4.74760 -1.84940 0.0 0.0 -0.1
H 1.68070 3.95850 6.79850 0.0 0.0 0.1
H 5.66350 4.09990 -4.57990 0.0 0.1 0.0
H 5.18540 1.86970 -0.17570 0.2 0.0 -0.1
H -1.85360 1.99740 2.15910 0.0 -0.1 0.1
H -4.98600 5.50360 1.74250 0.0 0.0 -0.1
H -6.88820 7.68500 1.77630 -0.1 0.0 0.1
H -4.53740 8.67060 -2.53910 0.0 0.1 -0.2
H 3.28720 4.40790 -3.92850 0.0 0.1 -0.1
H 3.22390 3.96640 5.92210 0.0 0.0 0.1
H 1.30200 -5.62940 -6.11190 -0.1 -0.1 -0.1
H 4.41100 -1.57750 -0.21900 0.1 0.0 0.1
H 3.23410 3.15310 3.52250 0.1 0.1 0.0
H -3.28050 -2.98710 2.70950 -0.1 -0.1 0.0
H 1.31880 -1.38930 -5.55800 0.0 0.0 -0.1
H -3.78200 -3.77100 4.98090 0.0 0.0 0.0
H 1.81490 2.46060 -3.67600 -0.1 0.0 0.1
H -1.01790 0.90890 4.49060 -0.1 0.0 0.0
H 0.91540 -1.10280 4.40330 0.0 0.0 0.0
H -0.17170 2.60870 6.01730 -0.1 0.0 0.1
H -0.50530 2.82170 -1.63100 0.0 0.0 -0.1
H 4.55330 1.69690 2.45720 0.0 0.1 0.2
H 2.08450 -3.46290 2.83460 0.0 -0.1 0.1
H -7.52480 9.62410 0.38210 -0.1 0.1 0.1
H 0.85120 -3.35420 -6.96260 0.0 0.0 -0.1
H -4.51550 -1.05320 -1.24120 -0.2 0.0 -0.1
H 6.54000 1.83640 -4.98790 0.1 0.0 -0.1
H -6.38380 10.11110 -1.71790 0.0 0.1 -0.1
H 5.10170 -0.13200 -4.63780 0.0 -0.1 0.1
H 0.13440 -3.46820 1.33830 -0.1 -0.1 0.1

=====

Entry 2:
105
Properties=species:S:1:pos:R:3:forces:R:3 method="wB97M-V/def2-TZVPD" total_charge=-2 spin_multiplicity=2 homo_lumo_gap_ha="0.1781 / 0.1807"
Hg 0.65313 1.33892 -0.45476 -1.0 0.7 -0.6
Sb 2.74996 0.87021 2.39824 0.8 0.2 -0.2
As -1.72956 -2.73734 -0.84612 -0.1 -0.2 0.0
O -0.38890 2.71751 -4.79871 0.2 -0.1 0.2
O -0.37961 -1.84101 -1.12775 0.3 0.4 -0.1
O -0.64561 -1.48218 1.75436 -0.2 0.3 0.4
O -0.90361 -3.77868 1.05130 -0.2 0.1 0.2
O -0.29174 2.82604 -2.25427 0.4 0.0 -0.4
N -1.55357 1.93396 -0.07329 1.1 -0.6 0.1
N -0.86399 1.40908 2.71914 0.4 0.1 0.2
N -2.03808 -3.37616 1.75992 -0.1 -0.4 0.5
N -2.27531 2.31123 -1.19288 -0.2 0.1 -0.6
C -2.32858 1.37359 0.82887 0.0 -0.1 0.6
C 2.02627 3.75818 1.57736 0.0 -0.1 0.1
C 3.37026 5.41695 0.46383 0.0 0.0 0.0
C -4.90164 -1.12794 -4.00637 0.0 0.0 -0.1
C -3.78748 3.47233 -5.80317 0.0 -0.1 0.0
C -2.02087 1.02393 2.15224 -0.4 -0.1 -0.1
C -2.77366 -2.47989 0.80934 0.0 0.0 -0.6
C 0.15042 -6.39483 -1.69279 0.0 0.0 -0.1
C -0.52105 -6.91229 -2.79368 0.0 0.0 0.0
C -2.44307 3.14506 -5.86379 0.1 0.0 0.0
C -3.09166 0.88864 4.30317 -0.2 -0.1 0.1
C 2.16580 5.02926 1.03145 0.0 0.1 0.0
C -2.67322 -1.34459 3.13379 -0.2 0.3 -0.4
C 3.08979 2.85528 1.55863 -0.2 -0.2 0.1
C 3.99363 -0.23661 0.99192 -0.2 0.0 0.1
C -3.69375 3.39527 -3.40717 0.0 0.0 0.0
C 5.37300 -0.06412 0.87493 0.0 0.0 0.0
C 2.46865 1.42849 -1.60233 0.0 -0.3 0.5
C 4.09547 -1.86012 -0.80297 0.0 -0.1 -0.1
C 6.09976 -0.75670 -0.08510 0.0 0.0 0.0
C -3.07113 -2.10455 -2.13975 -0.1 0.0 -0.1
C -2.03909 -5.04219 -2.72038 0.1 0.0 0.1
C -1.38317 -4.52894 -1.60718 -0.1 0.0 0.1
C -3.98097 -2.04948 3.30153 -0.1 0.2 0.2
C 3.37117 -1.16222 0.15533 -0.1 0.0 0.0
C -1.57688 2.73191 -2.20410 -0.2 -0.1 0.5
C -4.21831 -2.39575 0.92386 0.1 0.0 -0.1
C -4.41432 3.61992 -4.57136 -0.1 0.0 0.0
C -4.29769 -2.74161 -2.33478 0.1 0.0 0.1
C -2.78269 -0.96716 -2.88237 0.1 0.0 0.0
C -3.02661 0.23036 2.96039 0.5 -0.3 -0.1
C -4.75718 -2.34825 2.20111 0.0 -0.2 0.2
C -1.94090 1.33435 4.85157 -0.4 0.0 0.0
C 5.45951 -1.64737 -0.93745 0.0 0.0 0.0
C 6.08118 -0.09921 5.14488 0.0 0.0 0.0
C -1.70026 2.97239 -4.69351 -0.4 0.1 0.0
C 4.43513 4.52597 0.44242 0.1 0.0 0.0
C 6.61185 1.11642 5.56098 0.0 0.0 0.0
C -5.20616 -2.26318 -3.26584 0.0 0.0 0.0
C -3.69399 -0.47565 -3.81030 0.0 0.0 0.0
C 5.02647 -0.12162 4.24392 0.0 0.0 0.0
C -2.34536 3.05874 -3.44104 0.0 0.0 -0.1
C 4.48621 1.05864 3.72915 -0.3 -0.1 0.1
C -1.61633 -6.23281 -3.30206 0.0 -0.1 -0.1
C -0.78134 1.44489 4.02855 0.5 0.0 -0.4
C 4.29371 3.25607 0.98525 0.0 0.0 0.0
C -1.91404 -1.93186 1.96439 0.5 0.1 0.0
C 6.07715 2.29885 5.07072 0.0 0.0 0.0
C -0.27818 -5.21477 -1.10736 0.1 0.0 0.1
C 5.01973 2.26823 4.16703 -0.1 0.0 -0.1
H -0.24188 -2.32954 1.40059 0.2 0.1 -0.2
H -3.46328 0.41990 -4.36915 0.0 0.1 -0.1
H 7.43289 1.13928 6.26850 0.0 0.0 0.0
H 2.39614 2.32380 -2.21916 -0.3 0.0 0.1
H -5.60951 -0.75192 -4.73637 0.0 0.0 0.0
H -5.46262 3.89099 -4.52162 0.0 0.0 0.0
H 4.61772 -1.07483 3.91989 0.1 0.0 0.0
H -2.87497 -4.52195 -3.16064 0.0 0.1 0.0
H 0.21968 -4.81092 -0.23607 0.0 -0.1 -0.1
H 6.02389 -2.16991 -1.70154 0.0 0.0 0.0
H 3.57862 -2.56005 -1.45022 0.0 0.0 0.0
H -1.93107 3.01657 -6.81014 0.0 0.0 0.0
H -4.04035 0.94608 4.82812 0.0 0.0 0.1
H 1.07449 3.45956 2.00485 -0.1 0.0 0.0
H -5.81487 -2.56012 2.33457 0.0 0.0 0.0
H -2.04228 -1.40724 4.02179 0.1 -0.2 0.0
H -1.90890 1.73238 5.86048 0.0 0.0 0.0
H -4.53854 -3.62583 -1.75288 0.0 0.0 0.0
H 5.13327 2.57242 0.94828 0.0 0.0 0.0
H 1.01129 -6.91651 -1.29181 0.0 0.0 0.0
H 0.16964 1.74844 4.46289 0.0 0.0 0.0
H 5.89626 0.60724 1.54635 0.0 0.0 0.0
H -4.84431 -2.44731 0.04595 0.0 0.0 0.1
H -0.06050 2.72506 -3.84139 0.0 0.0 -0.1
H -3.36963 1.23288 0.53266 0.0 0.0 -0.1
H -2.14330 -6.62392 -4.16548 0.0 0.0 0.0
H 5.37810 4.81706 -0.00814 0.0 0.0 0.0
H -1.82914 -0.47589 -2.72548 0.0 0.0 0.0
H 2.30102 -1.33162 0.20953 -0.1 0.0 0.0
H 4.61122 3.19891 3.78718 0.0 0.0 0.0
H 3.37375 1.47916 -1.00077 -0.1 -0.1 0.0
H 7.16982 -0.59709 -0.16916 0.0 0.0 0.0
H -0.18329 -7.82971 -3.26202 0.0 0.0 0.0
H -4.40978 -2.09304 4.29631 -0.1 0.0 0.0
H 6.49312 -1.02825 5.52366 0.0 0.0 0.0
H -4.34713 3.60825 -6.72199 0.0 0.0 0.0
H -3.99915 0.24091 2.46790 0.0 0.1 -0.1
H 6.48852 3.25030 5.39095 0.0 0.0 0.0
H 1.32335 5.71111 1.03880 0.0 0.0 0.0
H 3.47725 6.40382 0.02816 0.0 0.0 0.0
H -4.17335 3.46481 -2.43873 0.1 0.0 0.0
H -6.15343 -2.77033 -3.41237 0.0 0.0 0.0
H 2.50254 0.54554 -2.23924 0.0 0.0 0.0